9 unconnected molecules or ions with the total composition C70H94N6O8 at a distorted geometry, computed with ωB97M-V/def2-TZVPD.

Calculated values
E_HOMO: -7.8 eV
gap between HOMO and LUMO: 6.70 eV

Each line ends with the Mulliken charge.
Cartesian coordinates (Å):
O: -2.86759 33.57336 -40.09468  -0.64
C: -3.28880 32.46465 -40.42827  0.32
C: -4.17121 32.34503 -41.55910  0.27
C: -4.48997 33.49607 -42.30743  -0.52
C: -5.41601 33.47169 -43.37807  -0.67
C: -6.08363 32.21149 -43.65217  -0.24
C: -5.78828 31.09599 -42.94978  -0.88
C: -4.86768 31.20297 -41.83761  0.55
C: -4.56907 29.94567 -41.09920  0.49
O: -5.24921 28.93520 -41.18881  -0.66
C: -3.44184 29.90899 -40.18930  0.28
C: -2.91447 28.76731 -39.61984  -0.69
C: -1.78132 28.85757 -38.84341  -0.40
C: -1.14843 30.05945 -38.54273  -0.61
C: -1.70429 31.20164 -39.00832  -0.36
C: -2.81476 31.11916 -39.80197  0.40
H: -4.03602 34.45722 -42.11630  0.42
H: -5.83338 34.34358 -43.85972  0.38
H: -6.83069 32.12997 -44.42782  0.38
H: -6.35326 30.22388 -43.24412  0.39
H: -3.34741 27.80483 -39.84918  0.50
H: -1.40439 27.93286 -38.43202  0.39
H: -0.25429 30.03622 -37.93743  0.40
H: -1.27636 32.17900 -38.84088  0.50
O: -11.15864 17.63213 -41.61133  -0.61
C: -10.31866 18.36411 -41.09304  0.21
C: -10.47727 19.88922 -41.02003  0.13
C: -11.59518 20.47235 -41.64875  -0.46
C: -12.00046 21.79166 -41.52820  -0.64
C: -11.09845 22.65099 -40.89991  -0.41
C: -9.98225 22.12847 -40.25336  -0.47
C: -9.66210 20.80205 -40.33185  0.59
C: -8.48005 20.24907 -39.67902  0.50
O: -7.64999 21.03589 -39.13579  -0.68
C: -8.38216 18.80329 -39.48621  0.40
C: -7.40949 18.37556 -38.56575  -0.46
C: -7.34427 17.03006 -38.20204  -0.61
C: -8.24223 16.19405 -38.72860  -0.25
C: -9.15335 16.51989 -39.67912  -0.68
C: -9.19360 17.85073 -40.14331  0.21
H: -12.35219 19.94690 -42.21201  0.37
H: -12.91158 22.14250 -41.98992  0.38
H: -11.22849 23.71647 -40.78057  0.39
H: -9.26583 22.80367 -39.80922  0.44
H: -6.73870 19.07468 -38.08857  0.45
H: -6.68686 16.67298 -37.42312  0.39
H: -8.29548 15.19882 -38.31255  0.36
H: -9.91172 15.81300 -39.98175  0.44
O: -11.55461 15.29896 -28.21183  -0.63
C: -11.44691 15.00839 -29.38720  0.61
C: -11.08820 16.02357 -30.56362  0.32
C: -10.81132 17.33265 -30.26826  -0.54
C: -10.52778 18.24069 -31.26495  -0.42
C: -10.51795 17.88164 -32.56120  -0.60
C: -10.80727 16.51665 -32.87832  -0.55
C: -11.04928 15.58000 -31.86128  0.26
C: -11.30190 14.09801 -32.31690  0.53
O: -11.23590 13.75665 -33.50064  -0.62
C: -11.80110 13.19704 -31.18926  0.12
C: -12.13217 11.85673 -31.51190  -0.60
C: -12.29835 10.90440 -30.49905  -0.46
C: -12.10027 11.29832 -29.13176  -0.44
C: -11.85654 12.65403 -28.77088  -0.59
C: -11.65196 13.60095 -29.80305  0.30
H: -10.77588 17.55936 -29.21292  0.45
H: -10.34260 19.25056 -30.92988  0.37
H: -10.38998 18.65075 -33.30852  0.41
H: -10.75352 16.25695 -33.92525  0.47
H: -12.21906 11.52847 -32.53713  0.42
H: -12.59704 9.87237 -30.60924  0.39
H: -12.06677 10.51045 -28.39383  0.39
H: -11.89370 12.89800 -27.71946  0.44
C: 0.52346 30.85781 -25.72554  -1.32
C: 0.45694 31.56648 -24.42635  -0.31
N: 1.15354 32.83959 -24.46568  -0.07
C: 1.50873 33.32166 -23.07857  -0.62
C: 0.25565 33.88994 -22.33252  -1.04
C: 0.52711 33.73976 -25.49203  -0.17
C: 0.73232 35.20467 -25.29528  -1.45
H: 0.21702 31.49084 -26.55830  0.29
H: -0.11913 29.97861 -25.67911  0.40
H: 1.44751 30.37421 -26.04232  0.33
H: -0.59537 31.71526 -24.18426  0.22
H: 0.87724 30.90296 -23.67059  0.40
H: 2.04952 32.55403 -22.52504  0.46
H: 2.29307 34.07424 -23.15946  0.34
H: 0.23430 34.97915 -22.29689  0.32
H: -0.71074 33.58242 -22.73205  0.32
H: 0.26814 33.47204 -21.32589  0.30
H: -0.55216 33.59941 -25.43196  0.28
H: 0.81538 33.47060 -26.50818  0.29
H: 1.78175 35.49481 -25.34631  0.33
H: 0.23924 35.59888 -24.40671  0.29
H: 0.16171 35.79740 -26.01024  0.41
C: -4.74695 24.87152 -29.52684  -0.97
C: -3.42677 24.35055 -29.92808  -0.62
N: -3.29088 24.56980 -31.38135  0.03
C: -3.08659 25.92403 -31.86895  -0.42
C: -1.85232 26.66047 -31.45522  -1.24
C: -4.14846 23.89403 -32.37391  -0.33
C: -4.21800 22.43094 -32.16081  -1.40
H: -4.95072 25.93813 -29.62129  0.28
H: -4.93412 24.54870 -28.50271  0.40
H: -5.48492 24.35013 -30.13647  0.25
H: -2.57775 24.83666 -29.44749  0.30
H: -3.22852 23.30404 -29.69655  0.37
H: -3.16724 25.90600 -32.95582  0.39
H: -3.93460 26.51155 -31.51709  0.27
H: -1.08807 26.32169 -32.15470  0.30
H: -1.90234 27.74068 -31.59209  0.35
H: -1.52941 26.48525 -30.42900  0.28
H: -3.88428 23.97486 -33.42832  0.39
H: -5.17720 24.25260 -32.40857  0.33
H: -3.31668 21.82214 -32.08946  0.33
H: -4.83854 22.06334 -32.97807  0.40
H: -4.72392 22.16074 -31.23392  0.30
C: 7.59592 25.22023 -26.77686  -1.03
C: 6.78742 23.95071 -26.84723  -0.67
N: 5.53888 24.25780 -26.11603  0.18
C: 5.67059 24.02186 -24.65443  -0.60
C: 4.71257 24.84387 -23.79782  -1.20
C: 4.34287 23.62260 -26.79772  -0.47
C: 3.79624 24.34042 -28.09832  -1.26
H: 7.17389 25.83672 -27.57054  0.26
H: 8.65544 25.09490 -27.00001  0.36
H: 7.42009 25.65248 -25.79181  0.28
H: 6.75357 23.64391 -27.89261  0.40
H: 7.26005 23.06202 -26.42893  0.36
H: 5.53595 22.98544 -24.34484  0.31
H: 6.69220 24.30231 -24.39800  0.43
H: 4.88081 25.91199 -23.93531  0.29
H: 3.70923 24.46966 -24.00116  0.29
H: 4.95991 24.71378 -22.74426  0.40
H: 3.47465 23.65517 -26.13953  0.26
H: 4.48079 22.54921 -26.92778  0.41
H: 2.72008 24.48249 -27.99939  0.38
H: 3.99765 23.76492 -29.00182  0.30
H: 4.07386 25.37542 -28.29780  0.33
C: -7.96858 28.47042 -35.58517  -0.97
C: -9.42086 28.12128 -35.25780  -0.68
N: -10.34940 29.17514 -34.86901  -0.04
C: -10.51786 30.20963 -35.94550  -0.37
C: -10.72253 29.60117 -37.37714  -1.41
C: -10.07298 29.72664 -33.53440  -0.23
C: -11.12689 30.69385 -33.01252  -1.52
H: -7.52278 29.14713 -34.85618  0.26
H: -7.87012 28.93833 -36.56469  0.19
H: -7.34340 27.59712 -35.77118  0.41
H: -9.85190 27.62222 -36.12569  0.34
H: -9.36661 27.42403 -34.42174  0.41
H: -9.66726 30.86751 -36.12378  0.27
H: -11.36199 30.76403 -35.53536  0.51
H: -11.36278 28.71913 -37.36339  0.40
H: -9.80471 29.29216 -37.87736  0.28
H: -11.34736 30.28384 -37.95304  0.39
H: -10.13411 28.93228 -32.79052  0.34
H: -9.08782 30.18535 -33.61886  0.29
H: -10.78585 30.88902 -31.99581  0.44
H: -11.07863 31.66890 -33.49732  0.38
H: -12.15605 30.33648 -33.04786  0.33
C: -2.30430 34.21386 -32.59305  -0.89
C: -2.44562 35.33129 -31.56225  0.59
N: -3.06739 35.09476 -30.47605  -0.36
O: -1.91913 36.44139 -31.71895  -0.66
H: -1.27250 33.86865 -32.65884  0.24
H: -2.57145 34.63906 -33.56049  0.26
H: -3.04713 33.42161 -32.50003  0.34
H: -2.79264 35.83502 -29.84626  0.25
H: -3.39702 34.16162 -30.27433  0.24
C: -5.52757 30.27407 -24.83522  -0.87
C: -5.33278 31.34426 -25.92625  0.63
N: -5.66811 32.60240 -25.57867  -0.39
O: -5.01761 31.03244 -27.04588  -0.60
H: -5.71651 30.68580 -23.84383  0.32
H: -4.61154 29.69081 -24.74141  0.24
H: -6.29894 29.54683 -25.08861  0.26
H: -5.50509 33.36370 -26.22205  0.22
H: -6.19952 32.74683 -24.73200  0.19

Force components x, y, z for each atom (eV/Å):
O -0.3 -1.8 0.1
C 1.9 0.2 1.2
C -1.7 1.3 -1.4
C -1.0 0.7 -1.9
C -0.6 -2.4 1.6
C 0.9 2.3 -0.3
C 0.7 0.3 1.6
C -0.9 -2.2 -1.7
C -1.1 -1.1 0.2
O -0.1 0.5 -0.6
C 1.8 2.0 1.3
C -0.2 -0.3 -0.5
C 0.3 -0.6 0.6
C 0.2 -1.5 0.5
C 0.2 1.0 -0.1
C -1.4 1.6 -1.6
H 0.2 -0.1 0.4
H 0.6 0.3 -0.1
H 0.0 0.3 -0.2
H 0.4 -0.5 0.6
H -0.1 0.0 0.0
H 0.2 0.0 0.0
H 0.1 0.2 0.0
H 0.0 0.1 0.1
O 1.8 1.2 0.5
C -0.4 -0.4 1.5
C -1.4 0.6 -1.3
C -1.4 -0.5 -0.1
C 1.8 0.6 0.3
C -0.1 -0.1 0.9
C 0.1 1.1 -0.9
C -0.2 -2.1 -0.4
C 2.2 3.0 2.2
O -1.8 -2.1 -1.5
C 1.1 -1.1 -0.1
C -0.1 -0.6 0.1
C 1.1 2.3 0.6
C -0.9 -2.9 0.3
C -1.0 1.6 -1.3
C -1.1 0.3 0.0
H 0.5 -1.1 0.0
H 0.0 0.0 0.0
H -0.4 0.1 -0.3
H 0.0 -0.1 0.3
H -0.2 0.3 -0.2
H 0.2 0.2 -0.1
H 0.1 -0.3 -0.1
H 0.1 0.0 -0.3
O 0.3 0.6 -1.0
C 0.6 1.0 -0.9
C -0.6 -1.7 2.5
C 0.1 -0.5 0.8
C 0.1 1.0 2.0
C -0.9 -1.9 -1.4
C 0.8 1.4 0.3
C 0.1 -1.1 -2.8
C -1.1 1.0 -0.3
O 0.1 0.5 2.4
C 1.3 -0.6 0.5
C 0.0 0.0 0.9
C 0.4 1.5 2.1
C 0.3 1.0 -1.5
C -0.4 -1.6 -1.6
C -1.1 -1.3 -0.8
H -0.1 0.4 0.0
H 0.1 0.2 -0.3
H 0.2 -0.3 -0.3
H -0.2 -0.5 0.1
H 0.0 0.3 -0.2
H 0.2 0.0 -0.7
H -0.4 0.1 0.3
H 0.4 0.4 -0.1
C -0.4 -1.3 -1.5
C 0.6 0.4 0.2
N 1.1 0.0 0.3
C -1.3 1.0 -1.8
C 0.7 -0.6 0.6
C -0.2 -0.5 1.4
C -0.1 1.1 0.2
H -0.2 -0.2 0.0
H -0.6 0.1 -0.1
H 0.6 0.6 0.5
H -0.5 0.0 0.2
H 0.1 0.3 0.3
H -0.6 -0.5 -0.2
H -0.3 0.4 -0.2
H 0.2 -0.1 0.1
H 0.2 -0.2 -0.4
H -0.1 0.4 0.3
H -0.5 -0.3 -0.1
H 0.3 -0.2 0.2
H -0.1 0.1 0.1
H 0.6 -0.3 0.6
H 0.3 -0.3 -0.8
C -1.4 -0.8 1.3
C 0.9 0.7 -2.0
N 1.7 -0.4 -2.4
C -1.5 0.6 1.1
C 1.2 -0.2 -0.5
C 0.3 -0.4 1.2
C -1.0 -1.6 0.6
H 0.5 0.0 0.0
H -0.3 0.3 0.3
H -0.3 0.1 0.0
H -0.1 0.4 0.0
H -0.6 -0.2 -0.1
H 0.1 0.0 0.1
H -0.5 0.5 -0.2
H 0.6 0.0 0.4
H -0.4 0.0 0.0
H -0.1 -0.1 -0.1
H 1.1 0.8 0.2
H -0.5 0.4 0.4
H 0.5 0.6 -0.5
H 0.0 -0.5 0.0
H -0.4 0.1 0.1
C 0.3 -0.1 -0.4
C 0.2 -0.2 0.8
N -1.6 -1.0 -1.3
C 0.0 0.4 -0.6
C 0.6 -0.1 -0.1
C -0.1 1.4 0.6
C 0.2 -0.3 0.4
H 0.1 0.5 0.3
H 0.1 0.0 0.2
H 0.4 0.4 -0.2
H -1.2 0.2 -0.2
H 0.4 0.0 0.6
H 0.1 -0.5 -0.3
H 0.1 -0.1 0.0
H -0.5 0.0 -0.5
H -0.2 0.6 0.2
H -0.2 -0.5 0.1
H 0.3 0.2 0.5
H 0.3 -0.2 -0.5
H -0.2 -0.6 0.0
H 0.0 0.0 0.0
H 0.9 -0.1 0.4
C 0.1 0.6 -0.8
C 0.2 -0.3 0.3
N 0.2 0.2 -1.1
C 0.0 -1.5 0.2
C -1.4 -0.2 1.1
C -0.9 -0.2 -1.2
C 0.9 0.9 -0.1
H 0.2 -0.2 0.1
H -0.3 0.6 0.0
H -0.1 -0.3 0.7
H 0.0 -0.3 0.2
H -0.3 -0.3 0.0
H 0.4 0.4 0.8
H -0.1 0.4 -0.9
H 0.0 -0.2 0.4
H 0.0 0.5 0.0
H 0.6 0.3 -0.3
H 0.7 -0.4 -0.3
H 0.2 0.3 0.9
H -0.5 0.0 0.3
H -0.1 0.0 -0.2
H 0.2 -0.3 0.1
C -0.8 0.7 -0.6
C 2.9 1.3 -4.2
N -1.8 -1.0 3.0
O -0.1 -0.8 -0.4
H -0.2 -0.1 0.2
H 0.3 0.2 -0.1
H 0.3 -0.3 0.5
H -0.8 -0.4 1.0
H 0.1 0.4 0.6
C 0.5 0.2 0.2
C -1.1 -1.3 0.5
N 0.0 0.6 0.7
O 0.8 0.0 -0.7
H -0.2 0.1 -0.1
H 0.1 0.1 -0.2
H -0.1 0.3 -0.2
H -0.3 -0.2 0.1
H 0.3 0.2 -0.2

***

A molecular structure, C25H18BCl3F9IN4O3STeTi at a distorted geometry, computed with ωB97M-V/def2-TZVPD.

Calculated values
<S²>: 0.76
spin multiplicity: 2
E_HOMO (spin up / spin down): -5.9 / -5.9 eV
total charge: -1
gap between HOMO and LUMO (spin up / spin down): 7.53 / 5.06 eV
energy above the lowest of the compared OMol25 structures with the same formula, charge and spin: 5.822 eV

Each line ends with the Mulliken spin population.
Cartesian coordinates (Å):
Ti: 0.14059 0.60583 -1.02141  -0.01
C: -2.83201 2.09845 1.74447  0.00
C: -2.82808 0.59780 1.79462  0.00
N: -3.85548 0.00281 2.36506  0.00
C: -3.82987 -1.33089 2.56840  0.00
C: -2.70732 -2.09955 2.38698  0.00
C: -2.69089 -3.55724 2.77603  0.00
O: -2.53416 -4.45049 1.68229  0.00
C: -1.58065 -1.49012 1.82412  -0.01
C: -0.27449 -2.11090 2.01210  0.04
N: 0.76094 -1.43896 1.73606  -0.01
C: 2.07699 -1.78474 2.13099  -0.04
C: 2.61057 -3.08370 2.04515  -0.03
C: 3.94140 -3.30903 2.33456  0.00
C: 4.75974 -2.26075 2.73083  0.00
C: 4.26012 -0.96999 2.83104  0.01
C: 2.93626 -0.71337 2.51716  0.05
I: 2.22346 1.23848 2.72591  0.00
C: -1.69981 -0.14718 1.32001  0.01
O: -0.80164 0.41731 0.54104  0.03
H: -3.00920 2.47380 2.75345  0.00
H: -1.88705 2.48149 1.37576  0.00
H: -3.63834 2.46723 1.10797  0.00
H: -4.74288 -1.76460 2.96806  0.00
H: -1.90766 -3.72762 3.52190  0.00
H: -3.64033 -3.81058 3.24222  0.00
H: -1.92313 -4.08409 1.02808  0.00
H: -0.21701 -3.05763 2.55420  0.01
H: 1.96291 -3.89297 1.72291  0.00
H: 4.34660 -4.30841 2.23762  0.00
H: 5.80410 -2.44693 2.95623  0.00
H: 4.90432 -0.15440 3.13327  0.00
S: -0.57418 5.17568 -1.82484  0.00
C: -2.05796 4.40200 -1.47391  0.00
C: -1.88021 3.09657 -1.16471  0.00
C: -0.51200 2.66180 -1.17501  0.01
C: 0.29224 3.70262 -1.55425  0.01
C: 1.72609 3.58291 -1.83014  0.01
C: 2.53282 4.58230 -2.36712  0.00
C: 3.86515 4.29505 -2.61408  0.00
C: 4.36200 3.03486 -2.31454  0.00
C: 3.48388 2.09274 -1.79677  0.00
N: 2.20821 2.37317 -1.56472  0.03
H: -2.98440 4.95888 -1.53100  0.00
H: -2.71461 2.44151 -0.96629  0.00
H: 2.11343 5.55453 -2.59789  0.00
H: 4.51290 5.05244 -3.04300  0.00
H: 5.40204 2.78243 -2.48010  0.00
H: 3.80280 1.07974 -1.55872  0.00
F: -0.19428 -1.22196 -1.46910  -0.01
Te: 1.89499 -1.73927 -0.67751  0.23
F: 2.76542 -3.24425 -1.56053  0.07
F: 0.59809 -3.43243 -0.32945  0.23
F: 2.11465 -1.19047 -2.46457  0.00
F: 3.78940 -1.34124 -0.53810  0.07
O: 1.72171 0.21388 -0.42550  0.27
F: -1.38437 2.05331 -4.02302  0.00
B: -1.06764 0.78695 -3.56758  0.02
F: -1.83224 0.48374 -2.37434  0.00
F: 0.31443 0.81711 -3.03776  0.00
F: -1.20380 -0.18987 -4.52123  0.00
Cl: -4.79268 0.23496 -1.29802  0.00
C: -4.48061 -1.35599 -2.00804  0.00
Cl: -5.90828 -2.39926 -1.73779  0.00
Cl: -4.16642 -1.22012 -3.72495  0.00
C: -3.34698 -1.98839 -1.31666  0.00
N: -2.52760 -2.52501 -0.71585  0.00

Force components x, y, z for each atom (eV/Å):
Ti -1.7 2.4 -0.4
C -0.1 -0.1 0.0
C 0.6 -0.3 -0.3
N -0.2 -0.6 0.2
C -0.3 0.6 0.0
C 0.0 -0.1 0.0
C 0.1 0.1 -0.2
O 0.0 0.0 0.1
C 0.1 1.0 -0.4
C -0.1 0.2 0.0
N 1.1 0.4 0.4
C 0.2 0.3 0.4
C -0.5 0.4 0.0
C 0.3 0.0 0.1
C 0.1 -0.2 0.0
C -0.2 0.0 -0.1
C -0.5 -0.7 0.0
I 0.0 -0.2 0.0
C -0.4 -0.8 0.7
O -0.5 -0.1 0.6
H 0.0 0.0 0.0
H 0.0 0.1 0.0
H 0.0 0.0 0.0
H 0.1 0.0 0.0
H 0.0 -0.1 0.1
H -0.1 0.0 0.1
H -0.1 0.1 0.0
H 0.0 0.0 0.0
H 0.0 0.1 -0.1
H 0.0 0.0 0.0
H -0.1 0.0 0.0
H 0.0 0.0 0.0
S 0.1 0.0 0.0
C -0.1 0.3 0.0
C 0.1 -0.2 0.1
C -0.2 0.0 -0.2
C 0.2 0.2 0.0
C -0.2 0.0 0.0
C 0.1 0.1 0.0
C 0.0 0.1 0.0
C 0.0 -0.1 0.0
C 0.0 0.0 0.1
N -0.1 -0.2 -0.1
H 0.1 -0.1 0.0
H 0.0 -0.1 0.0
H 0.1 0.0 0.0
H 0.0 0.0 0.0
H -0.1 0.0 0.0
H -0.1 0.1 0.0
F 0.5 -0.1 0.2
Te 1.7 -2.4 -2.8
F -0.4 -0.3 0.7
F 0.5 1.0 0.1
F -0.4 0.2 -0.1
F -0.4 0.2 0.8
O 1.0 -1.0 0.9
F 0.1 -0.5 0.1
B -0.6 0.4 -0.4
F 0.3 0.0 -0.2
F -0.1 -0.2 -0.4
F 0.2 0.3 0.4
Cl 0.0 0.0 0.0
C 0.0 -0.1 0.2
Cl 0.0 0.0 0.0
Cl 0.1 0.0 -0.1
C 0.0 -0.1 0.2
N -0.4 0.1 -0.4